[1]
{
  "formula": "C27H30IrN3O5P2",
  "method": "ωB97M-V with the def2-TZVPD basis set",
  "species": ["Ir", "O", "N", "N", "O", "C", "C", "C", "C", "C", "C", "H", "H", "H", "H", "H", "N", "C", "C", "C", "C", "C", "C", "P", "C", "C", "C", "C", "C", "C", "C", "C", "C", "C", "C", "C", "H", "H", "H", "H", "H", "H", "H", "H", "H", "H", "H", "H", "H", "H", "H", "H", "C", "O", "P", "O", "C", "O", "C", "H", "H", "H", "H", "H", "H", "H", "H", "H"],
  "xyz": [[0.112228, -1.270849, -0.227610], [0.558421, -1.931695, 1.611424], [1.758208, -1.607640, 2.023393], [2.395015, -0.882251, 1.232765], [1.907840, -0.463758, 0.049974], [3.732258, -0.431955, 1.554896], [4.144220, -0.466570, 2.878639], [5.437845, -0.062486, 3.162361], [6.279655, 0.362937, 2.142565], [5.833523, 0.395532, 0.829125], [4.542601, -0.003312, 0.517426], [3.476291, -0.797043, 3.660633], [5.788165, -0.079499, 4.185004], [7.289554, 0.671856, 2.374780], [6.494192, 0.724690, 0.039329], [4.176349, 0.013560, -0.497452], [-1.601992, -2.471367, 0.047326], [-2.887972, -1.781781, 0.160665], [-4.077424, -2.458372, -0.025659], [-5.268594, -1.750205, 0.072645], [-5.261122, -0.385493, 0.329054], [-4.059490, 0.286566, 0.485869], [-2.860112, -0.421500, 0.421726], [-1.255958, 0.389585, 0.451919], [-0.688507, 0.676551, 2.130120], [0.540094, 1.309303, 2.333303], [1.016805, 1.474591, 3.621768], [0.276064, 1.008601, 4.703485], [-0.949002, 0.390361, 4.501816], [-1.434554, 0.217652, 3.213212], [-1.489006, 2.005324, -0.280824], [-1.773381, 2.129812, -1.633286], [-2.087827, 3.362405, -2.174351], [-2.125411, 4.483948, -1.354022], [-1.857806, 4.365946, 0.002028], [-1.536352, 3.131091, 0.546445], [-1.347599, -2.837326, 0.970954], [-1.701259, -3.286500, -0.551811], [-4.086723, -3.520647, -0.238023], [-6.207777, -2.269025, -0.062941], [-6.192583, 0.160526, 0.383371], [-4.050532, 1.358061, 0.641825], [1.117355, 1.677991, 1.491988], [1.965772, 1.968154, 3.785164], [0.655640, 1.132860, 5.708852], [-1.529239, 0.043343, 5.345753], [-2.392199, -0.264190, 3.059133], [-1.772376, 1.249457, -2.249088], [-2.311017, 3.453579, -3.229233], [-2.370111, 5.450695, -1.772875], [-1.899200, 5.236754, 0.641714], [-1.333530, 3.052367, 1.605010], [-1.070666, 0.040945, -4.346757], [-0.396061, -1.109396, -3.812177], [0.485801, -1.271449, -2.509142], [0.995697, -2.757813, -2.700006], [0.134545, -3.860344, -3.064658], [1.763872, -0.389699, -2.714004], [2.575841, -0.473440, -3.921704], [-1.060284, -0.076595, -5.426630], [-0.549780, 0.957261, -4.078510], [-2.101876, 0.044535, -3.999093], [0.752279, -4.750340, -3.023665], [-0.250540, -3.702062, -4.067886], [-0.689845, -3.946844, -2.356036], [3.178855, 0.427551, -3.935116], [1.938929, -0.514918, -4.802430], [3.203824, -1.358055, -3.862487]],
  "atomic_forces_ev_per_a": [[0.1, -0.1, -0.1], [0.2, -0.2, 0.1], [-0.1, 0.0, 0.1], [0.1, 0.3, -0.1], [0.2, -0.2, 0.1], [-0.1, 0.0, 0.0], [0.1, 0.1, 0.0], [0.0, 0.0, 0.0], [0.0, 0.0, 0.0], [0.0, 0.0, 0.0], [0.1, 0.0, 0.1], [0.0, 0.0, 0.0], [0.0, 0.0, 0.0], [0.0, 0.0, 0.0], [0.0, 0.0, 0.0], [0.0, 0.0, 0.0], [0.0, 0.1, 0.1], [0.0, 0.0, -0.2], [0.0, 0.0, 0.1], [0.0, 0.0, 0.0], [0.0, 0.0, 0.0], [0.0, 0.0, 0.1], [-0.1, 0.1, -0.2], [0.2, 0.0, 0.0], [-0.2, -0.1, 0.1], [0.0, 0.1, 0.0], [0.0, 0.0, 0.0], [0.0, 0.0, 0.0], [0.0, 0.0, 0.0], [0.0, 0.0, 0.0], [0.2, 0.1, 0.1], [-0.1, 0.0, -0.1], [0.0, 0.0, 0.0], [0.0, 0.0, 0.0], [0.0, 0.0, 0.0], [0.1, 0.0, 0.0], [-0.2, -0.2, 0.0], [0.0, 0.1, -0.1], [0.0, 0.0, 0.0], [0.0, 0.0, 0.0], [0.0, 0.0, 0.0], [0.0, 0.0, 0.0], [0.0, 0.0, 0.0], [0.0, 0.0, 0.0], [0.0, 0.0, 0.0], [0.0, 0.0, 0.0], [0.0, 0.0, 0.0], [0.0, -0.1, -0.2], [0.0, 0.0, 0.0], [0.0, 0.0, 0.0], [0.0, 0.0, 0.0], [0.0, 0.0, 0.0], [0.0, 0.0, -0.1], [-0.2, -0.4, 0.3], [-0.4, 0.6, 0.1], [0.1, -0.2, 0.0], [0.1, 0.1, 0.0], [0.0, 0.1, -0.1], [0.0, 0.0, 0.1], [0.0, 0.0, 0.0], [0.0, 0.0, 0.0], [0.0, 0.1, 0.0], [0.0, 0.0, 0.0], [0.0, 0.0, 0.0], [0.0, 0.0, 0.0], [0.0, 0.0, 0.0], [0.0, 0.0, 0.0], [0.0, 0.0, 0.0]],
  "nbo_charge": [0.6038, -0.5587, 0.2057, 0.1765, -0.5194, 0.1316, -0.2254, -0.1851, -0.1626, -0.1865, -0.2241, 0.2469, 0.2406, 0.2406, 0.2379, 0.2438, -0.7656, 0.1448, -0.2204, -0.1387, -0.2052, -0.0865, -0.4682, 1.3792, -0.4316, -0.2400, -0.1380, -0.1797, -0.1867, -0.1851, -0.3597, -0.2041, -0.1897, -0.1490, -0.1955, -0.1868, 0.4269, 0.4153, 0.2371, 0.2484, 0.2485, 0.2316, 0.2345, 0.2291, 0.2405, 0.2420, 0.2283, 0.2057, 0.2336, 0.2425, 0.2432, 0.2369, -0.2516, -0.8293, 1.9710, -0.8232, -0.2404, -0.8149, -0.2586, 0.2267, 0.1953, 0.1965, 0.2289, 0.2165, 0.1540, 0.2194, 0.1965, 0.2102],
  "max_force_ev_per_a": 0.74,
  "multiplicity": 1,
  "orbital_gap_ha": 0.273,
  "total_charge": 2,
  "e_above_lowest_kcal_mol": 24.8,
  "total_energy_ha": -2373.86632,
  "molar_mass_g_mol": 730.7
}



[2]
{
  "formula": "C13H29IrO6Si",
  "method": "ωB97M-V with the def2-TZVPD basis set",
  "species": ["Ir", "C", "C", "O", "C", "C", "O", "C", "C", "O", "C", "C", "O", "C", "C", "O", "H", "H", "H", "H", "H", "H", "H", "H", "H", "H", "H", "H", "H", "H", "H", "H", "H", "H", "H", "H", "C", "Si", "C", "C", "O", "H", "H", "H", "H", "H", "H", "H", "H", "H"],
  "xyz": [[-0.527436, -0.167408, -0.205620], [2.163522, 0.215734, -1.821492], [2.542443, -0.682199, -0.667699], [1.409341, -1.515344, -0.396139], [1.563894, -2.416521, 0.704441], [0.165931, -2.965582, 1.096301], [-0.877406, -2.500350, 0.233672], [-0.995576, -3.236898, -0.993137], [-1.843921, -2.424287, -1.934765], [-1.086687, -1.242714, -2.243131], [-1.609757, -0.404709, -3.278550], [-2.386667, 0.765117, -2.690302], [-1.679170, 1.377964, -1.607370], [-0.775976, 2.451870, -1.910096], [0.597530, 1.981403, -2.362520], [1.127888, 1.099435, -1.365713], [1.794398, -0.392898, -2.652886], [3.030231, 0.793661, -2.146738], [2.781625, -0.082569, 0.216168], [3.406007, -1.293072, -0.937588], [2.005213, -1.890950, 1.554668], [2.237854, -3.222430, 0.409178], [-0.105685, -2.619885, 2.091269], [0.173333, -4.055442, 1.099345], [-1.468197, -4.200800, -0.795247], [-0.009846, -3.394326, -1.434853], [-2.795422, -2.166179, -1.460330], [-2.035149, -2.991523, -2.846568], [-2.255650, -0.974730, -3.947602], [-0.751136, -0.060238, -3.852509], [-3.329297, 0.422095, -2.263635], [-2.604638, 1.497906, -3.468815], [-0.682136, 3.008733, -0.977440], [-1.202902, 3.105583, -2.672062], [1.249781, 2.851989, -2.460046], [0.549433, 1.470374, -3.326167], [0.787821, 0.228410, 4.340790], [0.057686, 1.398376, 3.046888], [1.270651, 2.867271, 2.779481], [-1.533408, 2.214880, 3.763262], [-0.218922, 0.667285, 1.661871], [0.871605, 0.746822, 5.296576], [1.784416, -0.091466, 4.030504], [0.155813, -0.651028, 4.473883], [1.463383, 3.317985, 3.753119], [0.841603, 3.609489, 2.106682], [2.196168, 2.473735, 2.359246], [-1.270466, 2.638472, 4.731932], [-2.293817, 1.442399, 3.877202], [-1.888302, 2.996560, 3.092546]],
  "atomic_forces_ev_per_a": [[1.3, 1.1, 2.2], [0.3, -0.3, 0.1], [0.2, 0.4, -0.1], [-0.5, 0.3, 0.0], [0.0, -0.3, 0.2], [0.2, 0.0, 0.2], [0.0, 0.5, -0.1], [-0.1, -0.1, -0.3], [-0.1, -0.4, 0.2], [0.2, 0.3, 0.6], [-0.1, 0.4, -0.2], [-0.2, -0.3, -0.1], [0.3, -0.4, 0.4], [0.4, 0.2, 0.1], [-0.2, 0.2, -0.1], [-0.6, -0.3, 0.2], [0.0, 0.1, -0.1], [0.0, 0.0, 0.0], [0.0, -0.1, 0.0], [-0.1, -0.1, 0.0], [0.0, 0.0, 0.0], [0.0, 0.1, -0.1], [0.0, 0.0, 0.0], [-0.1, 0.0, 0.0], [0.0, 0.0, 0.1], [0.0, 0.0, 0.0], [0.0, 0.1, -0.1], [0.0, 0.0, 0.0], [0.0, -0.1, 0.0], [0.0, -0.1, 0.0], [0.0, 0.0, 0.0], [0.0, 0.0, 0.0], [0.0, 0.0, 0.0], [-0.1, 0.0, 0.0], [0.0, 0.0, 0.0], [0.1, 0.0, 0.0], [-0.1, -0.2, -0.8], [-0.1, 3.2, 4.0], [-0.4, -1.1, -0.4], [1.0, -1.0, -0.8], [-1.0, -2.8, -5.4], [-0.1, 0.1, -0.1], [0.0, -0.1, 0.1], [0.0, 0.0, 0.1], [0.0, 0.0, 0.0], [0.0, 0.0, 0.0], [0.2, 0.2, 0.0], [-0.1, 0.0, 0.0], [-0.2, 0.2, 0.2], [-0.1, 0.0, 0.1]],
  "lowdin_spin": [2.8613, 0.0040, 0.0029, 0.1022, 0.0045, 0.0042, 0.0881, 0.0037, 0.0027, 0.0552, 0.0033, 0.0040, 0.0908, 0.0042, 0.0033, 0.1033, -0.0002, 0.0024, -0.0002, 0.0023, -0.0001, 0.0022, 0.0002, 0.0019, 0.0020, 0.0000, -0.0002, 0.0014, 0.0012, 0.0000, -0.0001, 0.0017, 0.0000, 0.0016, 0.0022, 0.0000, 0.0428, 0.0634, 0.0529, 0.0102, 0.4645, 0.0036, 0.0002, -0.0001, 0.0045, 0.0005, 0.0005, 0.0010, 0.0000, 0.0000],
  "max_force_ev_per_a": 6.22,
  "multiplicity": 5,
  "orbital_gap_ha": [0.334, 0.196],
  "total_charge": 2,
  "e_above_lowest_kcal_mol": 30.8,
  "s2": 6.01,
  "total_energy_ha": -1357.28726,
  "molar_mass_g_mol": 501.7
}



[3]
{
  "formula": "C5H6IN",
  "method": "ωB97M-V with the def2-TZVPD basis set",
  "species": ["C", "C", "C", "C", "C", "N", "I", "H", "H", "H", "H", "H", "H"],
  "xyz": [[1.862196, -3.098712, -0.044214], [0.703760, 0.651898, 0.055860], [-0.528534, 1.064150, 0.036256], [-1.592913, 2.065702, 0.044947], [-0.318609, -0.437084, -0.038723], [2.856493, -3.649708, 0.009809], [2.733238, 1.033031, 0.080028], [-2.063888, 2.108584, -0.939418], [-1.200302, 3.049858, 0.291126], [-2.360534, 1.786836, 0.768067], [-0.486652, -0.941254, -0.986860], [-0.545540, -1.045769, 0.832916], [0.941284, -2.587536, -0.109792]],
  "atomic_forces_ev_per_a": [[-0.3, 0.1, -0.1], [-0.4, 0.3, -0.1], [1.1, -0.6, 0.1], [-0.1, 0.2, 0.0], [0.0, 0.2, 0.0], [0.7, -0.4, 0.1], [-0.5, -0.1, 0.0], [0.0, 0.0, 0.0], [0.0, 0.1, 0.0], [0.0, 0.1, 0.0], [0.0, -0.1, -0.2], [0.0, -0.1, 0.1], [-0.4, 0.3, 0.0]],
  "nbo_charge": [0.0750, -0.1861, 0.0301, -0.6535, -0.4471, -0.3065, 0.2074, 0.2371, 0.2349, 0.2338, 0.1733, 0.1748, 0.2268],
  "max_force_ev_per_a": 1.26,
  "multiplicity": 1,
  "orbital_gap_ha": 0.350,
  "e_above_lowest_kcal_mol": 57.5,
  "smiles": "CC1=C(I)C1.C#N",
  "total_energy_ha": -546.45076,
  "molar_mass_g_mol": 207.0
}